#P
Formula: CH4I2N2
Source: OMol25
Level of theory: the ωB97M-V functional and the def2-TZVPD basis

Output
Multiplicity: 1
Kohn-Sham gap (eV): 7.707
Net charge: 0

XYZ file:
```
9
CH4I2N2 the ωB97M-V functional and the def2-TZVPD basis
I -2.245 2.169 -0.074
I -2.339 -1.336 0.001
N 0.255 0.442 0.594
N -1.326 0.425 -0.478
C 1.177 -0.250 -0.197
H 1.382 0.261 -1.204
H -0.039 -0.189 1.276
H 0.968 -1.335 -0.200
H 2.168 -0.187 0.282
```

These are the Mulliken partial charges, in e, on atoms 1 to 8: 0.195, 0.155, -0.298, -0.526, -0.624, 0.238, 0.272, 0.281

#Q
Formula: CH4I2N2
Source: OMol25
Level of theory: the ωB97M-V functional and the def2-TZVPD basis

Output
Multiplicity: 1
Kohn-Sham gap (eV): 7.459
Net charge: 0

XYZ file:
```
9
CH4I2N2 the ωB97M-V functional and the def2-TZVPD basis
I -1.847 1.626 0.149
I 2.659 1.109 0.321
N 0.206 -0.950 -0.223
N -1.505 0.143 -1.156
C 0.805 -0.167 0.580
H -2.041 -0.712 -0.861
H 0.403 -1.200 -1.282
H 1.104 -0.665 1.615
H 0.215 0.815 0.857
```

These are the Mulliken partial charges, in e, on atoms 1 to 8: 0.276, -0.054, -0.440, -0.550, -0.157, 0.303, 0.344, 0.346

Top of the stability list: #P, leading by 96.3 kJ/mol.

#P
Formula: C44H45N2O3Si2TeTl
Source: OMol25
Level of theory: the ωB97M-V functional and the def2-TZVPD basis

Output
Multiplicity: 2
<S²>: 0.78
Kohn-Sham gap (spin up / spin down) (eV): 2.981 / 5.959
Net charge: -1

XYZ file:
```
98
C44H45N2O3Si2TeTl the ωB97M-V functional and the def2-TZVPD basis
Tl -0.015 0.047 0.812
Te 4.641 1.314 -2.495
Si 2.158 0.885 2.066
Si 0.550 -2.398 1.129
O -2.106 0.089 -0.283
O -5.237 -2.513 0.025
O -0.795 0.091 3.146
N 0.421 0.366 -1.610
N -1.705 0.245 4.064
C -6.070 0.462 2.672
C -4.594 -1.471 -0.161
C -4.928 2.032 1.269
C 4.528 5.338 -0.733
C -2.925 -0.350 3.965
C 0.756 -3.571 -0.396
C 0.301 -0.236 -3.950
C -3.856 -0.221 4.957
C -2.371 -0.718 -1.242
C 2.368 -2.108 1.763
C -0.155 0.710 -4.863
C -4.898 -0.306 0.698
C -3.581 0.530 6.106
C -0.238 -0.256 -2.551
C 1.304 -1.119 -4.345
C -5.679 1.765 2.403
C -3.614 -1.435 -1.259
C 3.530 5.996 -1.433
C -4.559 1.016 0.409
C -1.868 -1.836 -3.385
C 4.130 3.340 -2.014
C -3.915 -2.313 -2.303
C 1.589 1.137 -1.954
C 4.337 -0.881 2.393
C -2.318 1.118 6.198
C -0.306 -3.476 2.480
C 3.129 -3.271 1.889
C 0.394 0.785 -6.132
C 3.151 4.015 -2.731
C 5.078 -2.043 2.490
C 2.986 -0.871 2.040
C -3.063 -2.522 -3.374
C 4.461 -3.258 2.247
C 3.483 2.116 1.379
C -3.405 -3.474 -4.486
C -5.676 -0.558 1.835
C 1.855 -1.040 -5.612
C -1.487 -0.944 -2.364
C -1.416 0.975 5.184
C 4.826 4.021 -1.023
C 2.129 1.285 3.947
C 2.846 0.318 -1.761
C 2.844 5.329 -2.436
C 1.405 -0.084 -6.507
H 1.539 1.502 -2.989
H 1.622 2.001 -1.283
H 2.651 -4.221 1.702
H -6.685 0.250 3.539
H -2.643 -4.248 -4.577
H -0.938 1.395 -4.567
H 0.214 -4.419 2.632
H -0.348 -2.956 3.432
H -4.306 0.631 6.896
H -2.039 1.683 7.076
H -3.096 -0.911 3.060
H 1.637 -1.882 -3.655
H -3.455 -2.945 -5.440
H 6.126 -2.004 2.760
H -1.326 -3.705 2.184
H 1.845 -0.018 -7.492
H 5.604 3.513 -0.469
H 0.039 1.529 -6.831
H 1.614 0.502 4.491
H -0.206 -3.743 -0.871
H -1.182 -2.011 -4.203
H -5.966 2.570 3.067
H 2.965 0.048 -0.715
H -4.364 -3.952 -4.302
H 4.830 0.059 2.597
H 3.141 1.351 4.335
H -4.634 3.050 1.046
H 2.623 3.506 -3.526
H -4.856 -2.842 -2.249
H -4.002 1.246 -0.483
H 3.290 7.023 -1.202
H -0.423 1.394 5.210
H -5.967 -1.579 2.032
H 1.416 -3.141 -1.146
H 2.799 -0.593 -2.346
H 2.641 -1.724 -5.902
H 5.014 -4.186 2.332
H 3.036 3.057 1.069
H -4.804 -0.722 4.854
H 1.635 2.228 4.155
H 4.214 2.347 2.147
H 2.069 5.837 -2.994
H 4.018 1.713 0.526
H 5.074 5.851 0.046
H 1.162 -4.538 -0.112
```

These are the Mulliken partial charges, in e, on atoms 1 to 8: 1.870, 0.174, -0.043, 0.493, -1.277, -0.772, -0.289, -0.439

#Q
Formula: C44H45N2O3Si2TeTl
Source: OMol25
Level of theory: the ωB97M-V functional and the def2-TZVPD basis

Output
Multiplicity: 2
<S²>: 0.79
Kohn-Sham gap (spin up / spin down) (eV): 4.013 / 5.797
Net charge: -1

XYZ file:
```
98
C44H45N2O3Si2TeTl the ωB97M-V functional and the def2-TZVPD basis
Tl -0.323 -0.965 -0.117
Te -4.267 2.975 -0.549
Si -0.042 -3.519 -0.304
Si -2.916 -1.299 0.244
O 1.896 -0.573 -0.422
O 0.262 -1.214 2.203
O 5.189 -1.924 1.383
N -0.128 1.315 -0.452
N 0.341 -0.607 3.334
C 1.002 -4.281 1.048
C 4.004 -2.423 -3.095
C 3.051 2.540 1.118
C 4.434 -1.435 0.550
C 0.014 5.708 0.792
C -4.816 2.245 -3.438
C 1.300 0.330 3.496
C -2.047 -5.444 0.084
C 4.242 -4.416 -1.775
C -1.828 -4.057 0.082
C -4.006 -0.682 1.662
C 0.141 4.325 0.873
C 1.273 4.298 -1.233
C 1.141 5.677 -1.325
C 4.296 2.144 1.625
C 0.571 0.695 5.747
C -3.030 3.844 -3.237
C 0.758 3.598 -0.142
C -4.164 -3.792 0.654
C 0.507 6.388 -0.312
C 1.425 0.991 4.702
C 3.908 -0.074 0.686
C -3.738 3.098 -5.415
C -1.310 1.968 -0.988
C -0.508 -0.910 4.335
C 5.156 3.134 2.373
C -4.703 2.296 -4.823
C 4.036 -1.654 -1.941
C -0.403 -0.268 5.554
C 4.185 -2.255 -0.698
C -3.976 3.013 -2.635
C -4.357 -5.165 0.649
C -3.287 -6.001 0.355
C 4.287 -3.640 -0.624
C 2.640 0.289 0.192
C -2.918 -3.206 0.368
C -2.901 3.871 -4.619
C 0.413 -4.343 -1.922
C 2.180 1.655 0.407
C 4.709 0.850 1.427
C 0.927 2.106 -0.071
C -2.305 2.355 0.114
C -3.916 -1.034 -1.343
C 4.112 -3.806 -3.017
H -3.838 -0.011 -1.722
H -2.397 4.476 -2.627
H -1.937 3.191 0.700
H -2.452 1.501 0.771
H -0.214 3.800 1.753
H 3.949 -0.576 -1.997
H -0.330 -4.139 -2.697
H 2.059 -4.054 0.884
H -1.234 -1.669 4.088
H 6.063 2.655 2.746
H 2.730 3.559 1.301
H -3.579 -1.716 -2.129
H -1.218 -6.112 -0.136
H -1.025 2.865 -1.541
H 4.424 -4.093 0.350
H -1.094 -0.535 6.341
H -5.336 -5.579 0.866
H 4.622 3.560 3.229
H -4.977 -1.237 -1.147
H -3.420 -7.077 0.334
H 0.664 1.204 6.697
H 5.454 3.970 1.733
H -2.149 4.504 -5.074
H -3.762 -1.173 2.609
H 4.320 -5.495 -1.704
H 0.406 7.464 -0.381
H 1.788 3.741 -2.007
H -5.547 1.590 -2.980
H 1.534 6.201 -2.189
H -5.363 1.696 -5.438
H 2.202 1.736 4.802
H 1.927 0.496 2.627
H -0.467 6.254 1.595
H -1.805 1.297 -1.696
H 0.485 -5.429 -1.789
H 5.661 0.504 1.811
H -3.904 0.395 1.802
H 3.893 -1.943 -4.060
H 0.718 -3.876 2.021
H -3.638 3.121 -6.494
H 1.384 -3.980 -2.270
H 4.089 -4.406 -3.919
H -5.013 -3.151 0.882
H 0.875 -5.369 1.063
H -5.059 -0.877 1.431
```

These are the Mulliken partial charges, in e, on atoms 1 to 8: 2.056, 0.246, -0.122, 0.013, -1.306, -0.154, -0.730, -0.288

Top of the stability list: #Q, leading by 49.6 kJ/mol.

#P
Formula: C3H7NS
Source: OMol25
Level of theory: the ωB97M-V functional and the def2-TZVPD basis

Output
Structure (SMILES): SC1CNC1
Multiplicity: 1
Kohn-Sham gap (eV): 8.722
Net charge: 0

XYZ file:
```
12
C3H7NS the ωB97M-V functional and the def2-TZVPD basis
S 2.121 -0.032 -0.368
N -1.465 0.092 -0.203
C -0.446 -1.115 -0.172
C -0.305 0.996 -0.074
C 0.530 -0.262 0.404
H -1.918 0.338 -0.973
H -0.166 -1.797 -1.189
H -0.023 1.499 -1.074
H -0.596 2.134 0.320
H -1.091 -1.977 0.471
H 0.760 -0.018 1.626
H 2.598 0.142 1.232
```

These are the Mulliken partial charges, in e, on atoms 1 to 8: -0.268, -0.383, -0.469, -0.597, 0.280, 0.189, 0.210, 0.230

#Q
Formula: C3H7NS
Source: OMol25
Level of theory: the ωB97M-V functional and the def2-TZVPD basis

Output
Structure (SMILES): NC1CSC1
Multiplicity: 1
Kohn-Sham gap (eV): 9.349
Net charge: 0

XYZ file:
```
12
C3H7NS the ωB97M-V functional and the def2-TZVPD basis
S -1.540 -0.122 -0.046
N 2.201 0.015 0.201
C 0.878 0.146 -0.348
C 0.071 -1.123 0.156
C -0.286 1.208 0.160
H -0.275 -1.930 -0.600
H -0.480 1.600 1.308
H 0.852 0.330 -1.355
H 2.677 0.749 -0.241
H 2.642 -0.983 -0.125
H 0.181 -1.346 1.110
H -0.330 2.048 -0.571
```

These are the Mulliken partial charges, in e, on atoms 1 to 8: -0.152, -0.685, -0.077, -0.706, -0.539, 0.279, 0.274, 0.315

#R
Formula: C3H7NS
Source: OMol25
Level of theory: the ωB97M-V functional and the def2-TZVPD basis

Output
Structure (SMILES): CNCC=S
Multiplicity: 1
Kohn-Sham gap (eV): 8.575
Net charge: 0

XYZ file:
```
12
C3H7NS the ωB97M-V functional and the def2-TZVPD basis
S 2.266 -0.106 0.126
N -1.561 0.499 -0.275
C -2.776 -0.173 0.274
C -0.453 -0.432 -0.332
C 0.779 0.429 -0.074
H -0.194 -0.983 -1.273
H 0.598 1.450 -0.110
H -2.803 -0.197 1.347
H -1.240 1.136 0.488
H -3.672 0.300 -0.202
H -0.473 -1.180 0.495
H -2.846 -1.263 -0.043
```

These are the Mulliken partial charges, in e, on atoms 1 to 8: -0.240, -0.459, -0.818, -0.169, -0.353, 0.269, 0.291, 0.334

Top of the stability list: #R, leading by 89.4 kJ/mol.

#P
Formula: C30H35FeN7O4S
Source: OMol25
Level of theory: the ωB97M-V functional and the def2-TZVPD basis

Output
Multiplicity: 2
<S²>: 0.83
Kohn-Sham gap (spin up / spin down) (eV): 4.685 / 4.205
Net charge: -1

XYZ file:
```
78
C30H35FeN7O4S the ωB97M-V functional and the def2-TZVPD basis
Fe 0.617 -1.253 -0.754
S 1.211 0.499 -2.902
O 4.554 1.904 1.179
O -0.672 -0.273 3.499
O -0.044 2.803 -0.684
O -1.477 -1.840 -0.798
N -0.063 0.202 0.738
N 1.012 -2.745 -2.250
N 0.656 -3.365 0.480
N 0.235 2.210 2.030
N 2.041 1.175 1.086
N 2.517 -1.244 -4.720
N -2.374 -1.649 -1.743
C 2.499 -0.863 -0.226
C -0.815 3.007 1.575
C 5.270 -0.030 -0.093
C -1.677 -0.086 2.556
C -4.595 -2.014 -2.543
C -4.034 0.201 2.140
C 2.937 0.281 0.447
C 0.498 -4.052 -1.852
C 5.418 1.758 2.285
C -2.087 -0.887 -2.841
C 1.977 -0.516 -3.993
C 0.712 1.114 1.222
C -3.753 0.500 0.811
C -0.909 3.372 0.225
C 0.119 -1.444 3.315
C 4.906 -1.197 -0.759
C -2.769 4.356 2.033
C 1.111 3.570 -0.994
C -1.382 0.199 1.219
C -1.765 3.504 2.463
C -3.622 -2.199 -1.591
C 4.271 0.697 0.517
C 1.030 -4.396 -0.468
C -1.922 4.216 -0.200
C -2.444 0.495 0.366
C 3.577 -1.580 -0.803
C -3.052 -0.688 -3.811
C -2.992 -0.089 3.007
C -4.315 -1.250 -3.679
C -2.855 4.719 0.697
H 0.832 4.486 -1.524
H -5.068 -1.101 -4.439
H 3.352 -2.489 -1.354
H -1.065 -0.510 -2.883
H 0.599 -1.443 2.335
H -2.771 -0.090 -4.666
H 1.199 -3.405 1.331
H 4.984 1.078 3.027
H -3.645 5.371 0.353
H -3.168 -0.306 4.051
H -1.972 4.451 -1.255
H -3.497 4.721 2.744
H 6.394 1.371 1.987
H -2.197 0.755 -0.654
H -1.718 3.198 3.501
H 6.294 0.320 -0.070
H -5.054 0.207 2.501
H -0.593 -4.002 -1.822
H -0.334 -3.336 0.699
H 5.546 2.746 2.727
H 2.002 -2.780 -2.487
H 0.873 -1.429 4.101
H 0.731 -5.416 -0.180
H 1.733 2.941 -1.629
H 0.773 -4.858 -2.548
H 0.119 1.918 2.996
H -3.746 -2.758 -0.677
H 1.658 3.828 -0.082
H -0.511 -2.331 3.429
H 5.662 -1.780 -1.269
H -5.562 -2.468 -2.382
H -4.550 0.753 0.125
H 2.124 -4.386 -0.535
H 0.564 -2.395 -3.092
H 2.461 2.016 1.455
```

These are the Mulliken partial charges, in e, on atoms 1 to 8: 0.122, -0.258, -0.490, -0.522, 0.195, -0.238, 1.302, -0.256

#Q
Formula: C30H35FeN7O4S
Source: OMol25
Level of theory: the ωB97M-V functional and the def2-TZVPD basis

Output
Multiplicity: 2
<S²>: 0.76
Kohn-Sham gap (spin up / spin down) (eV): 4.297 / 4.198
Net charge: -1

XYZ file:
```
78
C30H35FeN7O4S the ωB97M-V functional and the def2-TZVPD basis
Fe -0.586 -1.419 0.764
S -2.904 -1.971 -0.624
O 1.748 2.975 -1.117
O -0.575 1.167 -4.145
O -0.295 -3.488 1.443
O -2.540 0.995 3.197
N -0.699 0.978 0.773
N -0.232 -4.748 1.066
N 0.362 -1.363 3.288
N -0.826 3.110 -0.158
N -5.404 -1.489 0.520
N 1.994 -1.193 0.955
N -0.503 1.303 -1.544
C -0.822 1.135 -5.522
C 0.672 6.215 -2.543
C 1.766 -1.737 3.315
C 2.646 2.457 -2.062
C -1.259 1.476 3.148
C -0.264 0.029 -2.081
C -1.101 5.262 -1.240
C -1.255 -5.351 0.392
C -0.418 1.541 2.014
C -0.146 -1.250 -4.131
C 0.868 -5.492 1.433
C -0.607 6.288 -2.015
C -0.079 -7.457 0.435
C 2.544 -0.936 2.270
C -4.353 -1.685 0.067
C 0.031 -1.095 -1.310
C 0.986 4.061 -1.496
C 0.830 2.173 2.169
C 1.466 5.096 -2.274
C 0.440 2.584 4.489
C 0.953 -6.818 1.131
C -3.035 0.165 2.170
C 1.259 2.678 3.374
C -1.198 -6.673 0.076
C 0.248 -2.289 -2.003
C -0.620 1.746 -0.279
C 0.146 -2.381 -3.379
C -0.809 1.996 4.360
C -0.329 -0.040 -3.488
C -0.323 4.122 -0.975
H -1.217 7.160 -2.207
H -1.244 3.399 0.718
H -2.080 -4.704 0.134
H 2.227 3.153 3.442
H -0.028 -8.504 0.184
H -2.023 -7.125 -0.451
H -0.668 2.000 -2.258
H 1.827 -2.797 3.063
H 0.480 -3.187 -1.440
H 0.222 -0.459 3.727
H 3.616 -1.193 2.358
H 2.139 2.228 -3.005
H 3.487 3.133 -2.259
H -2.486 -0.795 2.139
H 2.478 5.068 -2.650
H 1.453 2.251 1.289
H -0.195 -2.058 3.771
H 1.628 -4.941 1.963
H 0.043 0.770 -6.092
H 0.281 -3.333 -3.880
H -0.237 -1.332 -5.207
H 1.829 -7.370 1.440
H 3.029 1.533 -1.630
H 2.243 -1.585 4.301
H -4.080 -0.025 2.410
H 0.757 2.983 5.441
H -1.484 1.953 5.203
H 2.345 -0.548 0.259
H -1.692 0.516 -5.773
H 2.422 0.130 2.474
H -1.024 2.169 -5.801
H 1.070 7.021 -3.143
H -2.095 5.318 -0.822
H 2.178 -2.142 0.648
H -2.978 0.636 1.188
```

These are the Mulliken partial charges, in e, on atoms 1 to 8: 0.352, -0.232, -0.042, -0.389, -0.423, -0.516, 1.113, 0.038

Top of the stability list: #P, leading by 170.0 kJ/mol.

#P
Formula: C4H29N2O9
Source: OMol25
Level of theory: the ωB97M-V functional and the def2-TZVPD basis

Output
Multiplicity: 1
Kohn-Sham gap (eV): 10.370
Net charge: +1

XYZ file:
```
44
C4H29N2O9 the ωB97M-V functional and the def2-TZVPD basis
O 1.011 -4.227 -3.000
O 1.707 -0.636 3.111
O -0.951 -2.234 -0.113
O 1.488 1.427 -2.517
O 1.781 -2.263 -1.367
O -1.263 2.271 3.564
O -2.802 0.120 -3.276
O 3.138 1.994 0.162
O 1.457 2.033 2.670
N -1.325 1.794 -1.009
N 0.705 -0.083 -0.068
C -0.615 0.081 0.613
C -2.809 -1.111 1.002
C -1.146 1.485 0.406
C -1.626 -0.999 0.078
H 2.038 2.710 3.036
H -3.426 -0.586 -3.498
H -1.253 2.792 -1.133
H 3.846 2.521 -0.213
H 1.580 0.311 2.894
H 2.940 2.303 1.051
H -2.528 -1.136 2.061
H -1.853 2.903 3.130
H 1.062 0.893 -3.199
H -1.045 -2.745 0.691
H 0.112 -3.954 -3.220
H 2.725 -2.098 -1.241
H 0.844 0.654 -0.771
H 0.578 2.293 2.994
H -1.979 -0.328 -3.511
H -2.118 1.460 0.891
H 2.603 -0.825 2.819
H -3.412 -1.989 0.794
H 0.755 -0.972 -0.623
H 1.768 -2.900 -2.126
H -0.539 -0.221 1.657
H 0.787 2.036 -2.244
H 1.460 -0.139 0.611
H -1.898 -0.714 -0.939
H -3.463 -0.239 0.948
H -2.097 1.397 -1.522
H -1.901 1.568 3.753
H 0.940 -4.660 -2.142
H -0.583 2.286 0.862
```

These are the Mulliken partial charges, in e, on atoms 1 to 8: -0.712, -0.624, -0.561, -0.708, -0.666, -0.680, -0.621, -0.575

#Q
Formula: C4H29N2O9
Source: OMol25
Level of theory: the ωB97M-V functional and the def2-TZVPD basis

Output
Multiplicity: 1
Kohn-Sham gap (eV): 9.036
Net charge: +1

XYZ file:
```
44
C4H29N2O9 the ωB97M-V functional and the def2-TZVPD basis
O -2.678 -0.439 0.700
O -1.379 3.232 -0.890
O 1.781 -3.420 -0.836
O 3.272 -0.899 0.785
O -0.534 -2.743 2.676
O -1.779 1.053 3.182
O -1.358 -2.654 -0.904
O -1.155 -1.846 -3.414
O -0.943 1.321 -3.149
N 0.669 1.058 -1.235
N 0.632 -0.825 0.890
C 0.791 2.080 -0.250
C 1.454 3.211 -0.453
C 1.083 0.393 1.711
C 0.467 1.633 1.164
H 2.505 -3.812 -0.345
H -2.149 -0.766 -0.029
H -1.395 -2.325 2.798
H 3.542 -0.915 -0.139
H 1.333 -0.897 0.114
H -0.325 0.933 -1.543
H 2.144 0.582 1.680
H -2.935 0.468 0.866
H -0.589 2.212 -3.108
H -2.034 0.216 3.587
H -1.897 1.278 -3.263
H 1.182 -4.098 -1.171
H -1.947 3.571 -1.596
H 3.865 -1.414 1.338
H -0.317 -1.562 -3.798
H 1.318 1.265 -1.973
H 0.832 0.079 2.746
H -1.624 -1.057 -3.134
H -0.648 -3.642 3.000
H 0.494 2.572 1.775
H -2.255 -2.744 -1.228
H -1.052 1.353 3.741
H 0.682 -1.731 1.349
H 1.867 3.746 0.404
H 1.512 3.679 -1.418
H -0.276 -0.718 0.461
H -0.700 -2.765 -1.592
H -0.823 4.000 -0.706
H -0.633 1.336 1.207
```

These are the Mulliken partial charges, in e, on atoms 1 to 8: -0.581, -0.568, -0.585, -0.559, -0.589, -0.582, -0.592, -0.625

Top of the stability list: #P, leading by 223.1 kJ/mol.